Computed, not measured: a 2-piece molecular cluster, C2H7FNP overall in a non-equilibrium geometry, with ωB97M-V/def2-TZVPD.

Summary:
Total charge: 0
Kohn-Sham gap (alpha / beta) in Eh: 0.331 / 0.282
Calculated total energy in Eh: -576.2325
Highest occupied orbital energy (alpha / beta) in eV: -9.4 / -7.9
Lowest unoccupied orbital energy (alpha / beta) in eV: -0.40 / -0.26

Each line ends with the Mulliken charge.
Cartesian coordinates (Å):
C 0.601 -1.198 0.199  -0.68
C 0.566 1.048 0.541  -0.72
N -0.119 -0.111 0.737  -0.27
F -4.230 0.887 -0.233  -0.22
P -3.267 -0.313 0.120  0.23
H -0.028 -2.008 0.369  0.26
H 0.668 -0.827 -0.827  0.37
H 1.623 -1.351 0.744  0.24
H 0.853 1.045 -0.562  0.30
H -0.100 1.933 0.588  0.25
H 1.311 1.202 1.350  0.26
H -2.642 -0.276 -1.052  -0.01